Density functional theory data (wB97M-V/def2-TZVPD) for one molecule with the formula C21H19Cl2N3S.

Geometry (Å):
C1 -4.5960 -1.3767 1.2410
C2 -3.9132 -0.1466 0.7267
C3 -4.3993 1.1185 1.0132
C4 -3.7783 2.2646 0.5450
C5 -2.6504 2.1356 -0.2456
Cl1 -1.8581 3.5411 -0.8662
C6 -2.1426 0.8878 -0.5597
C7 -2.7609 -0.2572 -0.0649
N1 -2.2751 -1.5338 -0.3641
C8 -1.0823 -1.8416 -0.9844
S1 -1.1398 -2.8846 -2.2734
N2 0.0619 -1.3612 -0.4587
C9 1.3212 -1.6057 -1.1363
C10 1.9000 -0.3410 -1.7064
C11 1.1534 0.4625 -2.5613
C12 1.7026 1.6422 -3.0313
C13 2.9902 1.9696 -2.6330
N3 3.7239 1.1971 -1.8506
C14 3.1918 0.0750 -1.4037
C15 0.0658 -0.8054 0.8958
C16 1.4347 -0.4406 1.3933
C17 2.2272 -1.3854 2.0365
C18 3.4879 -1.0659 2.5060
C19 3.9768 0.2198 2.3452
C20 3.2022 1.1808 1.7225
C21 1.9413 0.8496 1.2513
Cl2 1.0045 2.0826 0.4786
H1 -3.8827 -2.0348 1.7352
H2 -5.3765 -1.1117 1.9485
H3 -5.0555 -1.9325 0.4223
H4 -5.2846 1.2142 1.6239
H5 -4.1681 3.2405 0.7841
H6 -1.2805 0.8080 -1.2022
H7 -3.0031 -2.1938 -0.6139
H8 2.0317 -2.0712 -0.4494
H9 1.1092 -2.3106 -1.9487
H10 0.1597 0.1581 -2.8605
H11 1.1450 2.2920 -3.6878
H12 3.4623 2.8869 -2.9591
H13 3.8296 -0.5243 -0.7649
H14 -0.5590 0.0920 0.9288
H15 -0.3781 -1.5520 1.5667
H16 1.8425 -2.3870 2.1670
H17 4.0860 -1.8180 2.9971
H18 4.9602 0.4777 2.7062
H19 3.5724 2.1849 1.5914

**Frontier orbital gap**: 8.716 eV
**Structure (SMILES)**: Cc1ccc(Cl)cc1NC(=S)N(Cc1cccnc1)Cc1ccccc1Cl
**LUMO**: 0.57 eV

These are the Mulliken partial charges, in e, on atoms 1 to 8: C -1.571; C 0.751; C -0.642; C -0.773; C 0.035; Cl -0.205; C -0.449; C 0.361